Entry from the OMol25 dataset: C24H32N6O4 in the gas phase (ωB97M-V with the def2-TZVPD basis set).

ΔE to the lowest compared entry with this formula, charge and spin: 101.3 kcal per mole
SMILES: CCCOCCn1c(=O)c(N2CCN(CCO)CC2)nc2cnc(-c3ccc(OC)nc3)cc21

Structure (XYZ):
```
66
Properties=species:S:1:pos:R:3:forces:R:3
C -2.1729 -5.9274 -0.4067 -0.2 0.1 0.1
C -3.1703 -4.7855 -0.2398 0.3 0.1 -0.1
C -2.6464 -3.4263 -0.7300 -0.4 -0.2 -0.1
O -2.0986 -2.6109 0.2820 0.2 0.2 0.2
C -0.8391 -3.0054 0.7752 0.2 0.0 0.2
C -0.1865 -1.8290 1.5052 -0.1 -0.6 0.0
N 0.3488 -0.8334 0.5933 0.1 0.1 -0.1
C 1.6647 -0.9935 0.2309 0.0 -0.5 0.4
O 2.2968 -1.9549 0.6550 -0.1 0.1 -0.2
C 2.2149 0.0578 -0.6658 -0.5 0.8 -0.6
N 1.4779 1.0361 -1.1206 0.7 -0.4 0.2
C 0.1694 1.1083 -0.7824 -0.9 -0.3 0.5
C -0.6285 2.1484 -1.2844 0.3 -0.3 0.2
N -1.9028 2.2790 -1.0230 -0.4 0.2 -0.1
C -2.4976 1.3748 -0.2320 0.6 -0.3 0.1
C -1.7980 0.3264 0.3576 -0.2 0.2 -0.1
C -0.4444 0.1762 0.0808 0.0 0.8 -0.6
H -2.3128 -0.3661 0.9985 0.0 0.0 0.0
C -3.9331 1.5539 -0.0106 -0.5 0.1 0.1
C -4.5150 2.8075 -0.1751 0.5 -0.3 0.0
N -5.8002 3.0556 0.0067 -0.8 0.0 0.2
C -6.5910 2.0536 0.3603 0.5 0.0 -0.1
C -6.1229 0.7455 0.5428 -0.2 0.1 0.0
C -4.7833 0.5010 0.3522 0.0 0.4 -0.1
H -4.3989 -0.5028 0.4594 0.0 -0.1 0.0
H -6.8180 -0.0314 0.8158 -0.1 -0.1 0.0
O -7.9001 2.2885 0.5488 0.0 -0.4 0.1
C -8.3296 3.6203 0.3387 -0.1 0.4 -0.1
H -7.8146 4.3028 1.0182 -0.1 0.0 -0.1
H -9.3998 3.6238 0.5342 0.1 0.0 0.0
H -8.1275 3.9327 -0.6880 0.0 0.0 0.1
H -3.9067 3.6519 -0.4656 0.1 0.0 0.0
H -0.1828 2.8902 -1.9321 0.2 0.0 -0.1
N 3.4926 -0.0101 -1.1028 0.1 -0.3 -0.1
C 4.5683 -0.7462 -0.4819 0.3 -0.3 0.6
H 4.1731 -1.5517 0.1324 0.1 0.2 -0.2
H 5.1925 -1.1633 -1.2778 0.0 0.0 0.1
C 5.4168 0.2130 0.3622 0.0 -0.3 -0.4
N 5.9372 1.2562 -0.4959 0.0 0.0 0.0
C 4.8561 2.0101 -1.0978 -0.1 -0.2 -0.2
H 5.2808 2.7858 -1.7373 0.0 0.0 0.0
H 4.2011 2.4906 -0.3505 0.0 0.0 0.0
C 4.0045 1.0554 -1.9395 0.0 0.5 -0.2
H 3.1639 1.5830 -2.3866 0.2 -0.1 0.0
H 4.6295 0.6048 -2.7150 0.0 0.0 0.0
C 7.0161 2.0456 0.0582 0.0 0.2 0.3
H 7.8481 1.3684 0.2754 0.0 0.1 0.0
C 6.7128 2.8517 1.3392 0.0 0.0 -0.5
O 6.9357 2.1276 2.5261 0.0 -0.4 0.4
H 6.3448 1.3674 2.5518 0.0 0.1 0.0
H 7.3933 3.7035 1.3986 -0.1 0.0 -0.1
H 5.6844 3.2374 1.3051 0.1 0.1 0.0
H 7.3378 2.7375 -0.7237 0.1 0.0 0.0
H 6.2529 -0.3364 0.8004 0.0 0.0 0.1
H 4.7763 0.6103 1.1731 0.0 0.0 0.1
H -0.9064 -1.3588 2.1744 0.1 0.0 0.0
H 0.6597 -2.2112 2.0819 -0.2 0.1 0.0
H -0.1861 -3.3288 -0.0476 0.0 0.0 0.1
H -0.9445 -3.8372 1.4861 0.0 0.0 -0.1
H -3.4735 -2.8304 -1.1254 0.1 -0.1 -0.1
H -1.9099 -3.5736 -1.5337 0.0 0.0 0.0
H -3.4529 -4.6836 0.8100 -0.1 0.1 0.0
H -4.0735 -5.0282 -0.8023 -0.1 0.0 0.0
H -2.6161 -6.8609 -0.0672 0.1 -0.1 0.0
H -1.9017 -6.0411 -1.4544 0.1 -0.1 -0.1
H -1.2648 -5.7549 0.1648 0.1 0.0 0.0
```
Positions in Å, forces in eV/Å.

The natural (NBO) scheme yields these atomic charges, measured in e: atom 1 (C): -0.606, atom 2 (C): -0.435, atom 3 (C): -0.056, atom 4 (O): -0.552, atom 5 (C): -0.068, atom 6 (C): -0.247, atom 7 (N): -0.380, atom 8 (C): 0.610, atom 9 (O): -0.628, atom 10 (C): 0.347, atom 11 (N): -0.481, atom 12 (C): 0.062, atom 13 (C): 0.075, atom 14 (N): -0.435, atom 15 (C): 0.188, atom 16 (C): -0.270, atom 17 (C): 0.170, atom 18 (H): 0.233, atom 19 (C): -0.152, atom 20 (C): 0.092, atom 21 (N): -0.496, atom 22 (C): 0.514, atom 23 (C): -0.302, atom 24 (C): -0.132, atom 25 (H): 0.215, atom 26 (H): 0.226, atom 27 (O): -0.490, atom 28 (C): -0.254, atom 29 (H): 0.190, atom 30 (H): 0.190, atom 31 (H): 0.190, atom 32 (H): 0.213, atom 33 (H): 0.196, atom 34 (N): -0.381, atom 35 (C): -0.237, atom 36 (H): 0.264, atom 37 (H): 0.198, atom 38 (C): -0.236, atom 39 (N): -0.450, atom 40 (C): -0.231, atom 41 (H): 0.208, atom 42 (H): 0.170, atom 43 (C): -0.232, atom 44 (H): 0.251, atom 45 (H): 0.201, atom 46 (C): -0.237, atom 47 (H): 0.205, atom 48 (C): -0.090, atom 49 (O): -0.717, atom 50 (H): 0.464, atom 51 (H): 0.185, atom 52 (H): 0.159, atom 53 (H): 0.200, atom 54 (H): 0.210, atom 55 (H): 0.153, atom 56 (H): 0.218, atom 57 (H): 0.252, atom 58 (H): 0.181, atom 59 (H): 0.175, atom 60 (H): 0.193, atom 61 (H): 0.164, atom 62 (H): 0.209, atom 63 (H): 0.208, atom 64 (H): 0.213, atom 65 (H): 0.203, atom 66 (H): 0.201

---

Entry from the OMol25 dataset: 8 unconnected molecules or ions with the total composition C35H81Br2NO8 (ωB97M-V with the def2-TZVPD basis set).

SMILES: C[C@H](Br)C[C@]1(Br)CCNC1=O.CCOCC.CCOCC.CCOCC.CCOCC.CCOCC.CCOCC.CCOCC

Structure (XYZ):
```
127
Properties=species:S:1:pos:R:3:forces:R:3
C 3.6855 -1.0256 -0.9843 0.0 0.0 0.0
C 3.1690 0.3767 -1.3119 -0.2 -0.1 0.0
Br 4.6750 1.5565 -1.7439 0.1 0.0 0.1
C 2.3800 1.0512 -0.1828 -0.1 0.1 -0.1
C 0.9047 0.6231 -0.0482 -0.2 -0.4 0.3
Br 0.3478 1.0915 1.7684 -0.2 0.0 -0.1
C 0.4810 -0.8162 -0.3412 -0.6 -0.2 0.3
C 0.1721 -0.8374 -1.8323 -0.1 0.0 -0.6
N -0.4550 0.4899 -2.0241 0.9 0.0 0.2
C 0.0017 1.3768 -1.0387 -0.1 0.1 -0.2
O -0.2616 2.5485 -1.0033 0.2 0.1 -0.1
H 3.8322 -1.1402 0.0932 0.0 0.0 -0.1
H 4.6454 -1.2135 -1.4668 -0.1 0.0 0.0
H 2.9822 -1.7858 -1.3418 0.0 0.1 0.1
H 2.5798 0.3615 -2.2299 0.2 0.1 0.0
H 2.8936 0.8672 0.7667 0.0 0.0 -0.2
H 2.3762 2.1325 -0.3544 0.0 -0.1 0.1
H -0.5052 -0.9027 0.1364 0.2 -0.2 0.0
H 1.0620 -1.6393 0.0734 0.3 0.2 -0.3
H -0.5034 -1.6609 -2.0843 -0.1 0.2 0.1
H 1.0252 -0.9204 -2.5141 0.1 -0.2 0.3
H -0.3044 0.9029 -2.9382 -0.6 -0.1 0.0
C 2.2398 5.0659 2.0285 0.0 0.1 0.1
C 2.1420 3.9247 3.0258 0.0 0.0 0.0
O 3.1289 3.9577 4.0474 0.0 0.0 0.0
C 3.0978 5.0947 4.8886 0.0 0.0 0.0
C 1.8005 5.2522 5.6653 0.0 0.0 0.0
H 3.2479 5.1239 1.6142 0.0 0.0 0.0
H 1.5345 4.8972 1.2132 0.0 0.0 0.0
H 2.0018 6.0316 2.4778 0.0 0.0 0.0
H 2.2993 2.9814 2.5083 0.1 0.0 0.1
H 1.1373 3.8780 3.4608 0.0 0.0 0.0
H 3.3106 6.0056 4.3166 0.0 0.0 0.0
H 3.9277 4.9539 5.5822 0.0 0.0 0.0
H 0.9570 5.4803 5.0124 0.0 0.0 0.0
H 1.8942 6.0686 6.3828 0.0 0.0 0.0
H 1.5687 4.3344 6.2077 0.0 0.0 0.0
C 3.5689 4.9216 -7.5856 0.1 0.0 0.0
C 2.6984 4.3225 -6.4939 0.0 0.0 0.0
O 3.2406 3.1585 -5.8966 0.0 0.0 0.0
C 4.4897 3.3263 -5.2449 0.1 0.0 0.0
C 4.4571 4.3160 -4.0940 -0.1 0.1 -0.1
H 3.8236 4.1643 -8.3283 0.0 0.0 0.0
H 3.0335 5.7311 -8.0832 0.0 0.0 0.0
H 4.4974 5.3351 -7.1897 0.0 0.0 0.0
H 1.7461 4.0013 -6.9171 0.0 0.0 0.0
H 2.4709 5.0770 -5.7322 0.0 0.0 0.0
H 5.2672 3.6032 -5.9665 0.0 0.0 0.0
H 4.7418 2.3352 -4.8679 0.0 0.0 0.0
H 4.2917 5.3393 -4.4359 0.0 0.0 0.0
H 5.4060 4.2953 -3.5569 0.0 0.0 0.0
H 3.6603 4.0586 -3.3962 0.0 0.0 0.0
C -2.4366 0.1411 5.8749 0.0 0.0 0.0
C -1.5668 1.3643 5.6369 0.0 0.0 0.1
O -1.6160 1.8519 4.3106 0.2 0.0 -0.1
C -2.8839 2.2722 3.8367 -0.1 0.0 -0.1
C -3.4955 3.4068 4.6399 0.0 0.0 0.1
H -2.2070 -0.6351 5.1434 0.0 0.0 0.0
H -2.2535 -0.2559 6.8743 0.0 0.0 0.0
H -3.4998 0.3734 5.8004 0.0 0.0 0.0
H -0.5189 1.1104 5.8022 0.0 0.0 0.0
H -1.8203 2.1572 6.3509 0.0 0.0 0.0
H -3.5769 1.4255 3.7791 0.0 0.0 0.0
H -2.7040 2.6008 2.8129 0.0 0.0 0.0
H -3.7721 3.0952 5.6487 0.0 0.0 0.0
H -4.3995 3.7612 4.1438 0.0 0.0 0.0
H -2.7924 4.2372 4.7229 0.0 0.0 0.0
C -2.4166 -5.9908 0.3099 0.0 0.0 0.0
C -1.5973 -4.7192 0.1697 0.0 -0.1 0.0
O -1.6029 -4.1778 -1.1407 0.1 0.1 -0.1
C -2.8734 -3.7913 -1.6421 -0.1 0.0 0.0
C -3.5353 -2.6932 -0.8275 0.1 0.0 0.1
H -2.1168 -6.7225 -0.4417 0.0 0.0 0.0
H -2.2637 -6.4219 1.3000 0.0 0.0 0.0
H -3.4847 -5.8056 0.1910 0.0 0.0 0.0
H -0.5480 -4.9305 0.3792 0.0 0.0 0.0
H -1.9243 -3.9697 0.8997 0.0 0.0 0.0
H -3.5271 -4.6630 -1.7400 0.0 0.0 0.0
H -2.6823 -3.4317 -2.6542 0.0 0.0 0.0
H -3.8191 -3.0364 0.1686 0.0 0.0 0.0
H -4.4413 -2.3486 -1.3276 0.0 0.0 0.0
H -2.8584 -1.8439 -0.7083 0.0 0.0 0.0
C 7.2638 -1.2487 3.0119 -0.1 0.0 0.0
C 6.3584 -0.2265 2.3465 0.1 0.1 0.0
O 5.0532 -0.7069 2.0733 0.0 0.0 0.0
C 4.2919 -1.1082 3.2007 -0.1 0.0 0.1
C 4.0471 -0.0029 4.2126 0.0 0.1 -0.1
H 7.2836 -2.1741 2.4344 0.0 0.0 0.0
H 8.2792 -0.8563 3.0752 0.0 0.0 0.0
H 6.9387 -1.4873 4.0255 0.0 0.0 0.0
H 6.7629 0.0492 1.3722 0.0 0.0 0.0
H 6.3117 0.6904 2.9445 0.0 0.0 0.0
H 4.7391 -1.9848 3.6838 0.1 0.0 0.0
H 3.3375 -1.4312 2.7798 0.0 0.0 0.0
H 4.9471 0.2986 4.7501 0.0 -0.1 0.0
H 3.3234 -0.3418 4.9549 0.0 0.0 0.0
H 3.6439 0.8777 3.7093 0.0 0.0 0.1
C -8.0458 0.3013 0.9625 0.1 0.0 0.0
C -7.1255 1.4872 1.1986 0.0 0.0 0.0
O -5.7728 1.1314 1.4183 0.0 0.0 0.1
C -5.1315 0.4563 0.3506 0.1 0.0 -0.1
C -5.0568 1.2616 -0.9354 -0.1 0.0 0.0
H -7.9413 -0.4275 1.7675 0.0 0.0 0.0
H -9.0827 0.6376 0.9297 0.0 0.0 0.0
H -7.8325 -0.2020 0.0185 0.0 0.0 0.0
H -7.4262 2.0127 2.1055 0.0 0.0 0.0
H -7.2076 2.2030 0.3725 0.0 0.0 0.0
H -5.6063 -0.5150 0.1682 0.0 0.0 0.0
H -4.1218 0.2537 0.7107 0.0 0.0 0.0
H -6.0408 1.4172 -1.3809 0.0 0.0 0.0
H -4.4415 0.7352 -1.6663 0.0 0.0 0.0
H -4.6098 2.2382 -0.7466 0.0 0.0 0.0
C -1.0141 -5.6387 -5.1258 -0.1 0.0 -0.1
C -1.4839 -6.4635 -3.9392 0.1 0.1 0.0
O -2.8943 -6.5059 -3.7947 0.0 0.0 0.1
C -3.6079 -7.0788 -4.8759 0.0 0.0 0.0
C -3.2566 -8.5314 -5.1492 0.1 0.0 0.0
H -1.4531 -4.6404 -5.0906 0.0 0.0 0.0
H 0.0719 -5.5430 -5.1030 0.0 0.0 0.0
H -1.2852 -6.0933 -6.0800 0.0 0.0 0.0
H -1.1179 -6.0096 -3.0178 -0.1 0.0 0.0
H -1.0703 -7.4775 -3.9890 0.0 0.0 0.0
H -3.4797 -6.4788 -5.7842 0.0 0.0 0.0
H -4.6571 -7.0012 -4.5895 0.0 0.0 0.0
H -2.2379 -8.6444 -5.5224 0.0 0.0 0.0
H -3.9308 -8.9398 -5.9028 0.0 0.0 0.0
H -3.3522 -9.1238 -4.2382 0.0 0.0 0.0
```
Positions in Å, forces in eV/Å.

Atomic partial charges in e from the Löwdin method, atoms 1 to 99: atom 1 (C): -0.124, atom 2 (C): -0.703, atom 3 (Br): 0.746, atom 4 (C): -0.264, atom 5 (C): -0.680, atom 6 (Br): 0.892, atom 7 (C): -0.188, atom 8 (C): -0.167, atom 9 (N): 0.091, atom 10 (C): -0.512, atom 11 (O): 0.082, atom 12 (H): 0.065, atom 13 (H): 0.061, atom 14 (H): 0.072, atom 15 (H): 0.072, atom 16 (H): 0.092, atom 17 (H): 0.096, atom 18 (H): 0.092, atom 19 (H): 0.122, atom 20 (H): 0.106, atom 21 (H): 0.104, atom 22 (H): 0.143, atom 23 (C): -0.069, atom 24 (C): -0.301, atom 25 (O): -0.166, atom 26 (C): -0.285, atom 27 (C): -0.079, atom 28 (H): 0.083, atom 29 (H): 0.077, atom 30 (H): 0.066, atom 31 (H): 0.051, atom 32 (H): 0.102, atom 33 (H): 0.107, atom 34 (H): 0.116, atom 35 (H): 0.066, atom 36 (H): 0.075, atom 37 (H): 0.079, atom 38 (C): -0.082, atom 39 (C): -0.285, atom 40 (O): -0.164, atom 41 (C): -0.289, atom 42 (C): -0.109, atom 43 (H): 0.081, atom 44 (H): 0.075, atom 45 (H): 0.066, atom 46 (H): 0.116, atom 47 (H): 0.108, atom 48 (H): 0.108, atom 49 (H): 0.093, atom 50 (H): 0.067, atom 51 (H): 0.070, atom 52 (H): 0.060, atom 53 (C): -0.077, atom 54 (C): -0.283, atom 55 (O): -0.223, atom 56 (C): -0.281, atom 57 (C): -0.073, atom 58 (H): 0.081, atom 59 (H): 0.075, atom 60 (H): 0.068, atom 61 (H): 0.117, atom 62 (H): 0.108, atom 63 (H): 0.108, atom 64 (H): 0.115, atom 65 (H): 0.067, atom 66 (H): 0.076, atom 67 (H): 0.080, atom 68 (C): -0.071, atom 69 (C): -0.278, atom 70 (O): -0.182, atom 71 (C): -0.280, atom 72 (C): -0.075, atom 73 (H): 0.079, atom 74 (H): 0.077, atom 75 (H): 0.070, atom 76 (H): 0.118, atom 77 (H): 0.108, atom 78 (H): 0.106, atom 79 (H): 0.116, atom 80 (H): 0.074, atom 81 (H): 0.077, atom 82 (H): 0.069, atom 83 (C): -0.078, atom 84 (C): -0.271, atom 85 (O): -0.194, atom 86 (C): -0.275, atom 87 (C): -0.068, atom 88 (H): 0.081, atom 89 (H): 0.077, atom 90 (H): 0.067, atom 91 (H): 0.118, atom 92 (H): 0.112, atom 93 (H): 0.110, atom 94 (H): 0.112, atom 95 (H): 0.071, atom 96 (H): 0.079, atom 97 (H): 0.071, atom 98 (C): -0.080, atom 99 (C): -0.282

---

Calculated HOMO-LUMO gap (Ha), listed in the same order as above: 0.2805, 0.3631
Calculated energy (eV), listed in the same order as above: -42537.90789, -195561.61981